Below is a cluster of 4 separate species, C16H31BrN3O13P in total, with properties calculated with the ωB97M-V functional and the def2-TZVPD basis.

XYZ file:
```
65
Properties=species:S:1:pos:R:3:nbo_charge:R:1
C 5.818 -2.138 0.981 -0.41
C 4.423 -2.534 1.350 -0.21
C 3.124 -2.453 0.303 -0.54
C 2.091 -1.336 0.996 0.81
O 2.162 -0.095 0.442 -0.60
O 1.223 -1.706 2.109 -0.59
C -0.195 -1.884 1.709 0.26
C -0.984 -0.626 2.477 -0.48
C -0.638 0.848 1.860 -0.09
O -1.725 1.853 2.069 -0.55
C -2.681 1.832 0.950 0.78
C -2.374 2.283 -0.602 -0.76
O -3.938 1.438 1.229 -0.57
C -0.460 -1.944 0.099 -0.81
P -2.273 -2.347 -0.416 2.14
O -2.417 -1.765 -1.914 -1.07
O -3.493 -1.540 0.521 -0.95
O -2.562 -4.090 -0.603 -0.93
C -0.604 -3.367 2.334 -0.25
Br 1.133 -4.324 2.818 -0.01
C -1.471 -3.315 3.718 -0.46
C -3.125 -3.262 3.472 -0.64
H 6.110 -1.055 0.573 0.24
H 6.746 -2.870 1.132 0.22
H 4.249 -2.889 2.476 0.23
H 2.629 -3.513 0.192 0.26
H 3.497 -2.002 -0.730 0.27
H -0.527 -0.634 3.581 0.24
H -2.129 -0.810 2.611 0.26
H 0.316 1.252 2.449 0.22
H -0.364 0.874 0.725 0.20
H -1.268 2.653 -0.750 0.25
H -3.154 3.096 -0.938 0.25
H -2.507 1.361 -1.342 0.28
H 0.193 -2.809 -0.403 0.29
H -0.214 -0.930 -0.482 0.32
H -4.374 -1.659 0.017 0.53
H -3.463 -4.203 -0.134 0.49
H -1.127 -4.081 1.572 0.25
H -1.300 -4.369 4.252 0.24
H -1.108 -2.518 4.509 0.24
H -3.576 -2.190 3.699 0.23
H -3.628 -4.024 4.239 0.23
H -3.390 -3.626 2.390 0.20
C -1.352 5.641 -2.513 -0.48
N -1.174 4.489 -3.436 0.52
O -1.223 4.722 -4.649 -0.37
O -0.990 3.382 -2.917 -0.38
H -1.504 6.547 -3.103 0.24
H -2.226 5.435 -1.892 0.24
H -0.446 5.723 -1.908 0.24
C 7.133 2.843 0.603 -0.48
N 7.798 1.523 0.435 0.52
O 7.235 0.693 -0.289 -0.38
O 8.867 1.357 1.033 -0.37
H 6.208 2.849 0.024 0.24
H 6.923 2.973 1.667 0.24
H 7.821 3.608 0.238 0.24
C -3.066 1.857 -5.323 -0.49
N -4.450 2.062 -5.831 0.52
O -5.380 1.717 -5.093 -0.37
O -4.563 2.564 -6.955 -0.38
H -3.118 1.411 -4.328 0.24
H -2.556 1.189 -6.020 0.24
H -2.582 2.835 -5.282 0.24
```

Calculated values
HOMO level in Eh: -0.31053
2S+1: 1
Lowest unoccupied orbital energy in eV: -0.52
Frontier orbital gap in eV: 7.93
E_tot in a.u.: -4685.375234
Structure (SMILES): C=CCC(=O)O[C@@](CCOC(C)=O)(CP(=O)(O)O)[C@@H](Br)CC.C[N+](=O)[O-].C[N+](=O)[O-].C[N+](=O)[O-]

=====

Below is a cluster of 7 separate species, C16H31Cl12N in total, with properties calculated with the ωB97M-V functional and the def2-TZVPD basis.

XYZ file:
```
60
Properties=species:S:1:pos:R:3:nbo_charge:R:1
C -1.983 16.466 -5.876 -0.62
C -3.386 16.370 -6.583 -0.38
C -4.620 16.887 -5.827 -0.52
C -4.384 18.003 -4.924 0.30
N -4.235 18.889 -4.195 -0.34
H -1.956 15.827 -4.993 0.21
H -1.910 17.548 -5.764 0.21
H -1.103 16.211 -6.467 0.22
H -3.520 15.333 -6.893 0.21
H -3.313 16.941 -7.509 0.20
H -5.104 16.087 -5.268 0.25
H -5.292 17.252 -6.605 0.26
Cl -9.247 23.052 -5.825 -0.07
C -8.516 22.328 -4.366 -0.39
C -7.589 23.343 -3.530 -0.38
Cl -8.623 24.634 -2.828 -0.06
H -7.977 21.485 -4.799 0.22
H -9.316 21.781 -3.868 0.22
H -6.753 23.724 -4.116 0.23
H -7.166 22.762 -2.710 0.22
Cl -14.565 17.324 -9.753 -0.04
C -14.409 16.179 -11.126 -0.40
C -14.134 14.661 -10.770 -0.39
Cl -12.713 14.382 -9.716 -0.07
H -13.752 16.566 -11.905 0.22
H -15.343 16.202 -11.686 0.22
H -13.926 14.068 -11.660 0.22
H -14.894 14.075 -10.255 0.23
Cl -8.730 18.222 -19.152 -0.07
C -9.107 17.309 -17.683 -0.39
C -9.655 15.964 -18.150 -0.36
Cl -9.905 15.153 -16.531 -0.09
H -9.740 17.889 -17.012 0.23
H -8.144 17.246 -17.177 0.23
H -8.801 15.476 -18.620 0.22
H -10.538 15.968 -18.789 0.23
Cl -5.093 26.601 -10.125 -0.06
C -6.499 25.779 -10.935 -0.38
C -6.419 26.190 -12.440 -0.40
Cl -5.107 25.416 -13.324 -0.05
H -7.470 25.976 -10.481 0.23
H -6.406 24.695 -10.866 0.22
H -6.153 27.241 -12.552 0.23
H -7.326 25.990 -13.009 0.22
Cl -7.056 18.152 -10.162 -0.03
C -8.084 19.525 -10.213 -0.43
C -9.240 19.194 -11.174 -0.37
Cl -8.477 18.593 -12.700 -0.08
H -7.447 20.368 -10.481 0.23
H -8.500 19.769 -9.236 0.22
H -9.671 20.158 -11.441 0.22
H -9.970 18.460 -10.832 0.23
Cl -4.233 22.822 -7.653 -0.03
C -2.529 22.999 -7.440 -0.42
C -2.180 23.660 -6.095 -0.37
Cl -3.183 25.149 -5.814 -0.07
H -2.179 23.536 -8.322 0.22
H -2.027 22.032 -7.441 0.22
H -1.105 23.833 -6.058 0.23
H -2.556 22.972 -5.338 0.22
```

Calculated values
HOMO level in Eh: -0.38646
2S+1: 1
Relative energy (zero: lowest compared OMol25 entry of this formula, charge and spin) in kJ/mol: 291.1
Lowest unoccupied orbital energy in eV: 0.20
Frontier orbital gap in eV: 10.71
E_tot in a.u.: -6205.232648
Structure (SMILES): CCCC#N.ClCCCl.ClCCCl.ClCCCl.ClCCCl.ClCCCl.ClCCCl

=====

Below is a cluster of 2 separate species, C16H31F2IN2O4S in total, with properties calculated with the ωB97M-V functional and the def2-TZVPD basis.

XYZ file:
```
57
Properties=species:S:1:pos:R:3:nbo_charge:R:1
C -3.192 -3.445 -0.064 -0.63
C -2.103 -3.930 -1.045 -0.31
I -0.187 -3.500 -0.205 0.11
C -2.247 -3.545 -2.523 -0.47
C -2.398 -2.055 -2.961 0.10
O -3.421 -1.353 -2.278 -0.51
C -2.992 -0.101 -1.733 -0.12
C -1.654 -0.134 -0.978 -0.30
N -0.596 -0.407 -1.975 0.00
F -0.201 0.828 -2.466 -0.16
C -1.096 -1.156 -3.170 -0.37
S 0.217 -2.019 -4.104 2.42
O 0.904 -2.969 -3.339 -0.88
O -0.334 -2.447 -5.320 -0.89
F 1.247 -0.869 -4.451 -0.46
H -2.897 -3.803 0.930 0.23
H -3.272 -2.368 0.024 0.21
H -4.137 -3.946 -0.290 0.22
H -2.176 -5.021 -1.007 0.23
H -1.442 -4.046 -3.071 0.25
H -3.156 -4.055 -2.872 0.24
H -2.787 -2.129 -3.987 0.22
H -3.766 0.213 -1.029 0.23
H -2.986 0.656 -2.529 0.18
H -1.473 0.881 -0.614 0.32
H -1.615 -0.779 -0.109 0.28
H 0.281 -0.787 -1.556 0.52
H -1.417 -0.372 -3.863 0.28
C 3.419 2.555 0.517 -0.60
C 2.734 1.409 1.283 0.11
C 3.097 1.505 2.772 -0.41
C 2.445 2.663 3.524 -0.41
C 1.098 3.085 2.928 -0.39
C 0.392 2.002 2.099 0.11
N 1.292 1.578 1.038 -0.21
O 0.743 0.600 0.199 -0.92
C -0.829 2.676 1.468 -0.58
C -0.106 0.877 3.024 -0.64
C 3.338 0.099 0.783 -0.60
H 3.205 2.486 -0.550 0.21
H 4.509 2.526 0.641 0.18
H 3.075 3.532 0.860 0.20
H 2.818 0.572 3.270 0.20
H 4.183 1.574 2.887 0.20
H 2.314 2.373 4.570 0.20
H 3.115 3.525 3.538 0.20
H 0.445 3.433 3.734 0.20
H 1.262 3.960 2.293 0.20
H -0.521 3.451 0.763 0.21
H -1.450 3.150 2.234 0.19
H -1.458 1.964 0.935 0.18
H -0.783 1.279 3.785 0.19
H 0.705 0.371 3.550 0.20
H -0.662 0.121 2.467 0.21
H 4.416 0.089 0.963 0.19
H 3.192 -0.034 -0.288 0.21
H 2.909 -0.762 1.299 0.21
```

Calculated values
HOMO level in Eh: -0.17818
2S+1: 1
Lowest unoccupied orbital energy in eV: -0.16
Frontier orbital gap in eV: 4.69
E_tot in a.u.: -1934.048644

=====

Below is a structure of composition C16H31N2SV, with properties calculated with the ωB97M-V functional and the def2-TZVPD basis.

XYZ file:
```
51
Properties=species:S:1:pos:R:3:lowdin_spin:R:1
C 1.180 1.876 -1.568 0.42
H 1.909 1.907 -0.685 0.02
H 1.659 1.472 -2.450 0.03
H 1.526 -0.428 -0.120 0.02
C 0.096 2.856 -1.479 0.07
H -0.909 2.491 -1.761 0.01
H 0.011 3.175 -0.422 0.00
C 0.582 3.965 -2.379 0.05
H -0.212 4.700 -2.428 0.01
H 1.482 4.386 -1.901 0.00
H 0.829 3.563 -3.371 0.00
C -0.704 -1.575 -0.384 0.08
C -1.354 -0.769 -1.359 0.00
C -0.422 -0.521 -2.433 0.06
C 0.821 -1.123 -2.077 0.00
C 0.675 -1.666 -0.742 0.06
C 1.705 -2.469 -0.013 0.00
C 2.003 -1.249 -2.976 0.01
C -0.746 0.087 -3.772 0.01
C -2.777 -0.302 -1.319 0.00
C -1.340 -2.159 0.830 0.01
V 0.393 0.415 -0.723 1.09
H 2.847 -1.704 -2.444 0.00
H 1.704 -1.936 -3.788 0.00
H 2.328 -0.298 -3.431 0.00
H 2.704 -2.295 -0.423 0.00
H 1.732 -2.248 1.065 0.00
H 1.433 -3.519 -0.160 0.00
H -2.146 -1.531 1.239 0.00
H -1.780 -3.133 0.556 0.01
H -0.600 -2.348 1.619 0.00
H -2.947 0.518 -2.022 0.00
H -3.547 -1.067 -1.519 0.00
H -2.991 0.109 -0.329 0.00
H -0.089 0.946 -3.953 0.00
H -0.591 -0.603 -4.619 0.00
H -1.784 0.438 -3.828 0.00
C 1.110 -1.065 4.221 0.00
N 0.873 -0.116 3.131 0.00
C -0.347 0.324 2.804 0.01
S -0.660 1.122 1.270 0.01
N -1.389 0.297 3.668 0.00
C -1.283 0.655 5.089 0.00
H 0.180 -1.588 4.478 0.00
H 1.490 -0.532 5.099 0.00
H 1.851 -1.793 3.874 0.00
H 1.576 -0.017 2.394 0.00
H -2.271 0.547 3.214 0.00
H -1.743 1.638 5.261 0.00
H -1.829 -0.107 5.653 0.00
H -0.238 0.674 5.412 0.00
```

Calculated values
Net charge: +2
HOMO level (alpha / beta) in Eh: -0.57313 / -0.57453
2S+1: 3
Relative energy (zero: lowest compared OMol25 entry of this formula, charge and spin) in kJ/mol: 269.7
Lowest unoccupied orbital energy (alpha / beta) in eV: -7.28 / -9.66
Frontier orbital gap (alpha / beta) in eV: 8.32 / 5.97
E_tot in a.u.: -2079.270206